[1]
Below is C14H16NOSW as an isolated structure, with properties calculated with the ωB97M-V functional and the def2-TZVPD basis.

Output
E_HOMO (spin up / spin down) in Ha: -0.7559 / -0.7558
LUMO level (spin up / spin down) in eV: -13.624 / -13.623
Total charge: +3

The geometry in XYZ format:
```
34
Properties=species:S:1:pos:R:3:forces:R:3:lowdin_charge:R:1
C 1.54708 0.43790 1.62868 0.0015 -0.0088 -0.0036 -0.082
H 2.52889 0.73179 -1.63510 0.0054 -0.0001 0.0022 0.164
C 3.21767 -1.00497 0.37027 0.0139 -0.0065 -0.0009 0.005
O -1.69422 -0.04950 -0.84102 0.0621 -0.0284 0.0413 -0.248
C -2.07986 -3.57646 -0.46063 -0.0202 0.0085 -0.0111 0.025
C -3.45603 -1.41660 -1.55901 0.0196 -0.0308 0.0132 0.088
H 1.45073 2.83654 -2.60929 -0.0036 -0.0052 0.0032 0.116
C 0.68909 1.57682 1.73005 0.0107 -0.0020 0.0082 -0.346
C -3.31662 -3.76540 -1.09310 0.0237 -0.0087 0.0118 0.065
C 1.48626 2.30173 -0.52359 -0.0003 -0.0220 0.0230 -0.272
C 2.27819 0.14803 0.45024 -0.0174 -0.0225 0.0039 -0.333
N -2.27443 -1.28997 -0.94782 -0.0337 0.0422 -0.0171 -0.127
H 4.21644 -0.61088 0.59548 -0.0013 0.0010 -0.0009 0.141
C 2.04676 0.98460 -0.69764 -0.0336 0.0221 0.0144 -0.086
H 0.85031 4.11018 -1.50568 -0.0018 -0.0021 0.0038 0.113
H 0.61496 2.53728 3.60877 -0.0015 -0.0016 0.0009 0.131
H -3.90973 -0.51501 -1.95021 -0.0014 0.0010 -0.0001 0.176
H 3.00259 -1.77175 1.11302 -0.0041 0.0034 0.0019 0.106
H 0.18655 3.45038 0.74601 -0.0039 -0.0026 -0.0009 0.169
C 0.75674 2.53066 0.64797 0.0162 0.0181 -0.0150 -0.033
H 1.61159 -0.23788 2.47538 -0.0024 0.0023 0.0031 0.164
H -4.95532 -2.81539 -2.12916 0.0006 -0.0001 0.0004 0.155
H -0.95242 2.46655 2.81063 -0.0003 -0.0025 -0.0037 0.110
C 1.56346 3.29802 -1.62714 0.0011 0.0119 -0.0167 0.031
C -1.56767 -2.30414 -0.39886 0.0377 -0.0131 0.0255 -0.502
H -1.53399 -4.40571 -0.02880 0.0014 0.0004 0.0005 0.150
C -3.99903 -2.68931 -1.63868 -0.0254 0.0146 -0.0135 0.062
H -0.27214 1.01115 3.57487 -0.0020 -0.0039 -0.0057 0.109
C -0.03863 1.90550 3.00046 0.0010 0.0092 0.0143 0.015
H 3.26011 -1.43827 -0.62806 -0.0063 0.0035 -0.0019 0.116
S -0.04184 -1.81996 0.35120 -0.0180 0.0279 -0.0104 0.952
W -0.05076 0.41700 -0.07555 -0.0144 -0.0056 -0.0730 1.570
H -3.73692 -4.76201 -1.15186 -0.0023 0.0009 -0.0014 0.155
H 2.57222 3.72907 -1.60182 -0.0009 -0.0007 0.0045 0.141
```
Forces are in eV/Å.

---

[2]
Below is the molecule C3H6N2S2, with properties calculated with the ωB97M-V functional and the def2-TZVPD basis.

Output
E_HOMO in Ha: -0.3032
LUMO level in eV: 0.476
Structure (SMILES): S=C1NNCCS1
Energy above the lowest of the compared OMol25 structures with the same formula, charge and spin in kcal per mole: 80.2

The geometry in XYZ format:
```
13
Properties=species:S:1:pos:R:3:forces:R:3:lowdin_charge:R:1
H -1.24381 -0.23574 1.43779 -0.0726 -2.1216 -1.1152 0.118
H -0.38225 -1.98595 -0.38071 0.1296 -0.6459 -0.1366 0.099
N 1.09439 -0.85471 0.15723 0.3720 -4.3680 -1.4143 -0.144
C 1.70481 0.28758 0.04970 1.9197 2.8807 -0.2206 -1.205
H -1.61632 1.91537 0.57060 1.4734 -0.6143 -0.0516 0.087
H 1.80459 -1.62611 -0.19597 -1.8453 1.8433 1.3524 0.162
S 3.35624 0.22259 0.03643 0.3293 0.8141 0.0031 0.568
S 0.80088 1.81502 -0.14804 1.7268 -1.2307 1.3464 0.900
N -0.15805 -1.01517 -0.50399 -1.4321 0.2611 1.8754 -0.070
C -1.22130 -0.31723 0.30257 0.1708 1.8171 -1.2859 -0.231
H -1.11348 1.26189 -1.08570 -0.1969 0.4466 2.7067 0.092
C -0.84223 1.23167 0.10679 -4.4438 -0.6908 -5.4022 -0.542
H -2.18346 -0.69921 -0.34669 1.8690 1.6083 2.3425 0.167
```
Forces are in eV/Å.

---

[3]
Below is an isolated ion of composition C2H9N3O and charge +2, with properties calculated with the ωB97M-V functional and the def2-TZVPD basis.

Output
E_HOMO in Ha: -0.7128
LUMO level in eV: -8.703
Structure (SMILES): N/C(C[NH3+])=[NH+]\O
Total charge: +2
Energy above the lowest of the compared OMol25 structures with the same formula, charge and spin in kcal per mole: 46.8

The geometry in XYZ format:
```
15
Properties=species:S:1:pos:R:3:forces:R:3:lowdin_charge:R:1
N -1.33493 -0.69898 0.26722 0.3371 -0.9598 0.6955 0.263
H -0.50363 1.55133 -1.88973 1.1189 -0.4820 1.2490 0.219
O -1.87309 0.26554 -2.11002 -0.8662 -0.6166 1.2660 0.064
N -0.71016 0.63118 -1.45922 0.1224 0.9106 -0.7367 0.069
N 1.64719 -0.53580 1.42200 -2.4198 2.3414 -0.1166 0.270
H 1.48123 0.94762 -0.26114 0.6210 -1.3629 0.4280 0.162
H 1.82784 -1.37064 0.89028 0.9385 -0.7156 0.1117 0.180
H 2.41709 -0.05758 1.91945 0.6279 -0.2776 -1.0427 0.208
H -1.71694 0.19092 -3.06609 0.4672 -0.0302 -0.0213 0.163
H -1.08065 -1.49263 0.86410 -0.4447 0.6706 -0.1099 0.170
H 1.05875 -0.70780 2.23726 -0.4292 -0.8002 0.0785 0.180
H 0.64451 1.35492 0.97656 -0.6893 1.3844 2.3380 0.123
C -0.45703 0.09923 -0.25625 1.2096 -0.0145 -0.1660 -0.227
H -2.27213 -0.62718 -0.06383 -0.8999 -0.5175 -0.4597 0.147
C 0.87196 0.44988 0.52941 0.3065 0.4700 -3.5137 0.008
```
Forces are in eV/Å.

---

no.,total energy (eV)
1,-30944.472
2,-27855.618
3,-8717.531